# 1
57
Properties=species:S:1:pos:R:3:forces:R:3 method="wB97M-V/def2-TZVPD" charge=0 lumo_ev=-2.226 orbital_gap_ev=4.72 e_homo_ev=-6.948 energy_ha=-1851.1984
C 1.39484 -4.46210 -0.10829 -0.213 0.006 0.020
C 2.30346 -3.43912 -0.36613 0.258 0.626 -0.161
C 1.85028 -2.12127 -0.60650 0.284 -1.763 0.322
C 0.48405 -1.90105 -0.65467 -0.453 2.214 0.492
C -0.42877 -2.87827 -0.30539 0.546 -1.548 0.299
C 0.02597 -4.18576 -0.03525 -0.270 0.438 -0.247
C 2.86143 -1.00223 -0.75390 -0.097 0.428 -0.232
C 2.39132 0.17514 -1.63652 0.403 0.229 -0.122
N 2.57081 -0.03643 -3.04503 0.690 -0.067 -0.300
Ba 0.01321 0.40919 0.73738 -0.157 -1.164 -1.293
C -1.89796 -2.50415 -0.21155 -0.029 0.421 -0.116
P -2.09223 -0.97131 -1.26620 0.321 -0.354 0.488
H 3.38402 -3.63025 -0.39161 -0.388 -0.151 0.061
H -0.70652 -4.95826 0.20079 0.283 -0.050 0.009
H 1.75194 -5.47965 0.04117 -0.063 0.197 0.041
H -2.19547 -2.27023 0.83000 0.061 -0.170 -0.320
H -2.56816 -3.29310 -0.58993 0.136 0.172 0.190
H 3.11081 -0.56758 0.23535 -0.107 -0.259 -0.183
H 3.81644 -1.39814 -1.14858 -0.396 0.288 0.092
H 1.32393 0.44391 -1.43700 0.322 -0.163 -0.067
C -3.88924 -0.68584 -1.15638 -0.310 -0.053 -0.151
C -1.99671 -1.79491 -2.89380 0.019 0.271 -0.353
H 3.00120 1.05997 -1.39337 -0.256 -0.232 0.079
C 1.86198 -1.11383 -3.68557 -0.159 -0.061 -0.204
C 2.61054 1.17086 -3.83995 -0.076 -0.019 0.203
H -2.08050 3.07397 -0.18178 0.441 0.047 -0.297
H 2.22264 -1.15436 -4.72370 -0.160 -0.207 0.247
H 2.06546 -2.06869 -3.19178 -0.055 0.161 -0.106
H 0.76332 -0.97016 -3.71251 0.164 0.013 0.051
H 2.93168 0.91043 -4.85655 -0.042 0.185 0.214
H 1.63001 1.68409 -3.90878 0.100 -0.042 -0.016
H 3.33243 1.86839 -3.39422 -0.166 -0.090 -0.213
H -2.82371 -2.51611 -2.96764 0.237 0.154 -0.093
H -2.10145 -1.02327 -3.67268 0.028 -0.396 0.081
H -1.03275 -2.31004 -3.01432 -0.344 0.236 0.093
H -4.43441 -1.60190 -1.41402 -0.164 0.248 0.103
H -4.15806 -0.35158 -0.14297 -0.005 -0.110 -0.323
H -4.13663 0.11064 -1.87364 -0.128 -0.222 0.245
H -1.48503 3.18172 -0.64153 -0.389 -0.082 0.336
O -2.10327 5.76248 4.08341 0.026 -2.232 0.644
N -2.19578 4.60021 4.53501 -1.666 1.861 0.915
O -3.03173 4.27469 5.40524 1.592 0.310 -1.597
C -1.29172 3.59112 4.03950 0.683 -0.185 -0.212
C -0.34794 3.94741 3.06525 0.133 -0.124 -0.022
C 0.61296 3.01856 2.66534 -0.901 -0.196 0.208
C 0.65517 1.68294 3.28005 1.251 -1.806 -1.125
O 1.55676 0.83449 3.02248 -1.368 1.351 0.664
C -0.56306 1.29537 3.99884 -0.080 1.326 -0.109
C -1.44057 2.26483 4.47433 0.192 -0.772 -0.188
N -0.97315 -0.10396 3.98613 -0.691 -2.051 -0.377
O -1.58632 -0.59740 4.92806 1.211 1.161 -1.560
O -0.77408 -0.75667 2.89075 -0.563 1.346 2.920
N 1.31631 3.25535 1.40933 1.035 0.535 -1.759
O 1.35144 4.40253 0.92824 -0.066 -2.449 1.277
O 1.80173 2.24472 0.77531 -0.767 2.825 1.388
H -0.38996 4.92342 2.57589 -0.009 -0.291 0.321
H -2.27099 1.96116 5.11388 0.120 0.262 -0.257

=====

# 2
53
Properties=species:S:1:pos:R:3:forces:R:3 method="wB97M-V/def2-TZVPD" charge=0 lumo_ev=0.528 smiles="CCOC(=O)[C@H]1CCCN(S(=O)(=O)c2cc(Br)cc3c2N(C(=O)CC)CC3)C1" orbital_gap_ev=8.97 relative_energy_ev=0.029 e_homo_ev=-8.442 energy_ha=-4196.9460
C -1.61127 -3.37689 -3.00387 0.308 0.086 -0.032
C -0.19249 -3.69971 -3.44806 -0.398 -0.265 -0.218
O 0.75272 -2.69163 -3.07446 0.171 -0.035 0.276
C 0.67711 -1.51863 -3.70016 0.466 0.144 -0.102
O -0.11577 -1.26107 -4.56624 -0.177 -0.049 -0.120
C 1.80465 -0.59995 -3.24332 -0.080 0.167 0.074
C 1.87511 0.66459 -4.10319 -0.261 -0.163 -0.067
C 0.70259 1.59236 -3.79485 0.167 0.044 0.184
C 0.68569 1.93276 -2.30770 -0.326 0.439 -0.275
N 0.64714 0.74028 -1.49196 -1.019 -0.324 -0.064
S -0.78496 0.24358 -0.80089 1.091 0.451 0.208
O -0.88360 -1.17928 -0.96140 0.224 0.127 -0.074
O -1.81063 1.12021 -1.25522 0.022 0.244 -0.015
C -0.32694 0.53832 0.92457 -0.201 -0.378 -0.346
C 0.48008 1.62676 1.21931 0.076 0.178 0.238
C 1.08121 1.72948 2.46017 0.036 0.112 -0.091
Br 2.17534 3.23265 2.83238 -0.012 0.001 -0.011
C 0.95241 0.73533 3.42814 -0.061 0.027 -0.182
C 0.14274 -0.33548 3.13719 -0.104 0.064 -0.388
C -0.53204 -0.40815 1.91111 0.155 0.346 0.217
N -1.33813 -1.53296 1.85812 0.040 0.025 -0.059
C -2.52831 -1.52746 1.15906 -0.130 -0.321 0.592
O -2.93827 -0.51167 0.65213 -0.378 -0.078 -0.022
C -3.24210 -2.85950 1.10405 -0.276 0.167 -0.280
C -4.33470 -2.83327 0.04260 0.113 0.002 0.161
C -0.97184 -2.42999 2.94862 0.026 -0.526 0.113
C -0.19466 -1.55101 3.95084 -0.113 0.021 0.088
C 1.67487 -0.22955 -1.75314 0.367 -0.587 0.137
H -2.03820 -2.60757 -3.64104 -0.076 0.022 0.011
H -2.22512 -4.27205 -3.05979 -0.068 -0.114 -0.014
H -1.59290 -2.99847 -1.98540 -0.102 -0.125 0.027
H 0.17851 -4.60269 -2.95766 -0.027 0.112 -0.108
H -0.15152 -3.82786 -4.53594 0.050 -0.041 0.166
H 2.72710 -1.18156 -3.35332 -0.093 0.026 0.044
H 2.81650 1.18057 -3.89703 0.057 -0.011 -0.015
H 1.85697 0.38622 -5.15779 0.095 0.032 0.018
H 0.78518 2.50979 -4.37907 -0.034 0.031 -0.012
H -0.23057 1.09470 -4.05657 -0.032 0.082 -0.036
H 1.58531 2.50466 -2.04072 -0.064 0.004 0.038
H -0.20297 2.51216 -2.05943 0.177 0.181 -0.078
H 0.64117 2.37891 0.46479 0.131 0.120 -0.019
H 1.47448 0.81209 4.36935 0.052 0.021 0.072
H -2.50937 -3.63870 0.88585 0.039 -0.031 0.115
H -3.68164 -3.06800 2.08424 0.110 -0.048 0.028
H -5.06017 -2.05858 0.27440 -0.072 0.032 -0.047
H -3.90039 -2.60520 -0.92657 -0.028 0.015 -0.124
H -4.84085 -3.79429 -0.00695 -0.045 -0.061 -0.024
H -1.85930 -2.87589 3.39732 0.087 -0.009 -0.052
H -0.33526 -3.23301 2.56072 -0.058 0.014 0.103
H 0.69519 -2.05301 4.32830 -0.046 -0.031 0.009
H -0.81482 -1.27382 4.80645 0.000 -0.049 0.012
H 2.63464 0.18180 -1.41118 -0.069 -0.071 -0.018
H 1.43673 -1.11838 -1.16863 0.289 -0.018 -0.040

=====

# 3
70
Properties=species:S:1:pos:R:3:forces:R:3 method="wB97M-V/def2-TZVPD" charge=0 lumo_ev=-1.874 orbital_gap_ev=5.74 e_homo_ev=-7.610 energy_ha=-10749.4404
C -4.40045 2.12769 0.96197 1.985 -0.628 -1.815
C -2.97950 2.09481 0.43934 -2.945 -1.514 0.414
C -2.26306 0.59763 0.42009 -1.151 -1.412 0.871
C -1.42659 0.17225 1.79335 -1.019 -1.562 -2.199
C -0.69786 -1.29306 1.95111 -0.948 1.082 -0.776
N 0.05882 -1.80326 3.16578 -2.629 -1.182 -6.741
S 0.47811 -3.43185 2.59383 -3.592 2.664 -2.094
N -0.18118 -3.55696 0.94717 -1.677 4.721 1.645
C -0.88501 -2.25376 0.61538 1.263 -1.494 2.164
C -1.69752 -1.87929 -0.79124 -1.311 3.158 2.269
C -2.41306 -0.37969 -0.88735 0.997 -3.444 2.810
C -3.23003 -0.05110 -2.27012 0.996 -0.399 -1.151
F -2.44684 -0.71402 -3.37923 -2.759 2.100 3.198
F -4.58403 -0.68482 -2.30709 4.090 2.374 0.018
F -3.30386 1.38288 -2.63263 -0.157 -4.912 1.285
H -4.74704 2.74909 1.89295 0.462 -0.299 -2.849
H -5.23945 1.46314 0.43518 2.330 0.456 1.923
H -2.40574 3.03614 0.03029 -0.737 -1.987 1.872
H -1.36199 0.95325 2.67510 0.033 -1.749 -2.376
H -1.81974 -2.60794 -1.70052 0.508 1.442 2.175
C 1.57457 0.71500 -0.33585 0.641 -0.244 -0.370
Cl -0.16477 0.42613 -0.46364 4.861 1.510 -2.127
Cl 1.90835 2.37816 0.16160 -0.080 -0.612 0.001
H 1.99538 0.03080 0.40500 -0.267 0.120 -0.073
H 2.03748 0.53501 -1.30916 -0.028 0.117 0.275
C 1.87645 3.48208 -3.64118 -0.058 0.256 -0.227
Cl 3.28022 3.73354 -2.59653 0.084 0.177 -0.225
Cl 1.15446 1.89233 -3.36482 -0.161 0.095 -0.277
H 1.13180 4.25292 -3.42815 0.188 -0.268 0.072
H 2.19248 3.55280 -4.68479 -0.023 -0.121 0.313
C -6.35774 -1.39104 -4.92123 0.035 -0.020 0.417
Cl -5.71115 -2.61971 -6.01548 0.015 -0.083 0.073
Cl -6.87768 0.04434 -5.81247 -0.043 0.056 0.087
H -7.21458 -1.80704 -4.38565 0.175 0.097 -0.274
H -5.58050 -1.10511 -4.20838 -0.214 -0.070 -0.382
C -4.95819 -0.45416 4.09162 -0.272 -0.266 0.063
Cl -3.38279 -0.08606 3.37906 -1.143 -0.555 0.593
Cl -5.21425 0.46609 5.57908 -0.274 -0.180 0.069
H -5.74177 -0.19691 3.37475 0.255 0.053 0.174
H -5.00411 -1.52149 4.32116 0.085 0.302 0.012
C -1.99725 3.46772 4.36423 0.368 0.403 0.250
Cl -2.57557 3.03486 2.75077 0.862 0.860 1.355
Cl -3.25907 3.22580 5.57841 0.132 0.139 0.048
H -1.13798 2.84066 4.61428 -0.258 0.083 -0.055
H -1.69945 4.51906 4.36515 -0.256 -0.338 0.041
C 1.82735 5.60477 2.38519 0.377 0.215 -0.096
Cl 1.24902 5.17190 0.77173 0.039 0.585 0.176
Cl 0.56552 5.36284 3.59937 0.222 0.073 0.057
H 2.68662 4.97771 2.63524 -0.398 0.082 -0.058
H 2.12515 6.65611 2.38610 -0.216 -0.258 0.000
C 4.71560 1.30925 3.21326 0.220 -0.105 0.207
Cl 4.32348 2.96513 2.73432 0.218 0.032 0.110
Cl 3.69834 0.14236 2.35973 0.173 -0.067 0.289
H 5.76319 1.10878 2.97566 -0.320 0.102 -0.060
H 4.55423 1.20235 4.28868 -0.093 0.053 -0.326
C 4.02667 -2.66626 0.16360 0.549 0.144 -0.020
Cl 3.44835 -3.09913 -1.44986 0.013 0.202 0.078
Cl 2.76485 -2.90819 1.37778 1.195 0.257 -0.639
H 4.88595 -3.29333 0.41365 -0.512 0.177 -0.080
H 4.32448 -1.61493 0.16452 -0.165 -0.208 -0.034
C 6.63809 -5.87213 -0.72587 0.128 -0.432 -0.114
Cl 4.89875 -6.16100 -0.85365 0.140 -0.160 0.019
Cl 6.97187 -4.20897 -0.22841 0.469 -0.098 -0.059
H 7.05890 -6.55634 0.01498 -0.170 0.274 -0.115
H 7.10100 -6.05212 -1.69917 -0.190 0.172 0.229
C 2.35565 -3.48157 -5.40566 0.046 0.030 -0.360
Cl 1.99579 -2.03273 -4.45886 -0.018 0.071 -0.154
Cl 2.35463 -4.92495 -4.38506 0.033 -0.066 -0.086
H 1.59705 -3.59555 -6.18387 0.126 0.022 0.312
H 3.34115 -3.37093 -5.86452 -0.225 -0.023 0.248